Entry from the OMol25 dataset: C4H7NO as an isolated structure (the ωB97M-V functional and the def2-TZVPD basis).

```
! RIJCOSX wB97M-V def2-TZVPD def2/J DEFGRID3
* xyz 0 1
O 1.219 -1.375 0.771
C 1.178 -0.331 -0.041
C 0.247 -0.322 -1.250
N -0.678 0.671 -0.661
C -1.379 0.157 0.471
C -0.037 0.784 0.707
H 0.549 -0.313 1.227
H 2.051 0.337 -0.130
H -0.207 -1.301 -1.426
H 0.684 0.074 -2.169
H -1.483 -0.921 0.603
H -2.231 0.764 0.763
H 0.086 1.775 1.136
*
```

As for the max |F|: 0.397 eV/A. The relative energy (zero: lowest compared OMol25 entry of this formula, charge and spin) comes out at 585.55 kJ/mol. For the orbital gap, the calculation gives 10.028 eV.